# 1
{"formula": "C6H14O", "method": "ωB97M-V/def2-TZVPD", "de_lowest_kj_mol": 99.9, "smiles": "CCCCCOC", "homo_lumo_gap_ha": 0.3930, "multiplicity": 1, "species": ["C", "C", "C", "C", "C", "O", "C", "H", "H", "H", "H", "H", "H", "H", "H", "H", "H", "H", "H", "H", "H"], "xyz": [[-0.48, -3.04, 0.00], [0.16, -1.72, 0.42], [0.45, -0.76, -0.73], [1.05, 0.55, -0.21], [0.78, 1.84, -1.01], [0.04, 2.76, -0.23], [-1.36, 2.56, -0.24], [-0.72, -3.66, 0.87], [0.19, -3.62, -0.65], [-1.41, -2.86, -0.56], [-0.50, -1.21, 1.13], [1.10, -1.92, 0.97], [1.12, -1.25, -1.46], [-0.49, -0.57, -1.28], [2.13, 0.42, -0.04], [0.62, 0.76, 0.77], [1.72, 2.36, -1.25], [0.27, 1.63, -1.96], [-1.84, 3.24, -0.96], [-1.75, 2.77, 0.76], [-1.64, 1.52, -0.50]], "lowdin_charge": [-0.122, -0.287, -0.232, -0.180, -0.229, -0.206, -0.114, 0.068, 0.071, 0.071, 0.107, 0.112, 0.115, 0.105, 0.114, 0.112, 0.117, 0.121, 0.087, 0.088, 0.082]}

# 2
{"formula": "C3H4BrNO2", "method": "ωB97M-V/def2-TZVPD", "de_lowest_kj_mol": 683.9, "homo_lumo_gap_ha": 0.2941, "multiplicity": 1, "species": ["C", "C", "C", "N", "O", "O", "Br", "H", "H", "H", "H"], "xyz": [[1.56, 1.51, 1.25], [1.03, 0.43, 0.70], [-1.24, -0.11, 1.23], [1.26, -0.65, -0.16], [0.69, -0.80, -1.28], [2.00, -1.47, 0.38], [-1.95, -0.58, -0.41], [2.44, 1.90, 0.83], [1.28, 2.19, 2.02], [-1.16, 0.96, 1.33], [-1.15, -0.88, 1.97]], "lowdin_charge": [0.051, -0.069, -0.436, -0.434, -0.070, 0.045, 0.790, 0.049, 0.052, -0.003, 0.024]}

# 3
{"formula": "C4H8Cl2Si", "method": "ωB97M-V/def2-TZVPD", "s_squared": 2.02, "de_lowest_kj_mol": 114.6, "homo_lumo_gap_ha": [0.2399, 0.2214], "multiplicity": 3, "species": ["C", "C", "C", "C", "Si", "Cl", "Cl", "H", "H", "H", "H", "H", "H", "H", "H"], "xyz": [[0.93, 1.15, -1.88], [1.75, 0.11, -1.49], [-0.72, -0.30, 1.50], [-0.75, -1.14, 0.15], [0.95, -1.32, -0.59], [2.09, -2.95, -0.31], [-0.85, -1.88, -3.42], [1.26, 1.84, -2.53], [-0.02, 1.49, -1.51], [2.70, -0.08, -1.77], [-1.62, -0.29, 2.05], [0.10, -0.52, 2.10], [-0.54, 0.68, 1.30], [-1.52, -0.69, -0.52], [-0.94, -2.28, 0.49]], "lowdin_charge": [-0.087, -0.294, -0.157, -0.368, 0.213, 0.292, 0.085, -0.005, 0.044, -0.002, 0.055, 0.035, 0.026, 0.056, 0.105]}

# 4
{"formula": "H5NO2P2", "method": "ωB97M-V/def2-TZVPD", "de_lowest_kj_mol": 83.0, "smiles": "OP(O)NP", "homo_lumo_gap_ha": 0.3549, "multiplicity": 1, "species": ["O", "P", "O", "N", "P", "H", "H", "H", "H", "H"], "xyz": [[-1.67, 1.38, -0.08], [-0.92, 0.12, 0.68], [-1.86, -1.04, 0.21], [0.49, -0.12, -0.44], [2.07, -0.11, 0.27], [-1.14, 2.19, -0.17], [-1.62, -1.15, -0.69], [0.63, 0.53, -1.16], [2.31, -1.49, -0.15], [1.70, -0.31, 1.53]], "lowdin_charge": [-0.304, 0.670, -0.248, -0.548, 0.678, 0.058, 0.030, -0.033, -0.104, -0.197]}

# 5
{"formula": "C37H64BF10HfN5O9S2", "method": "ωB97M-V/def2-TZVPD", "total_charge": 1, "s_squared": 3.76, "de_lowest_kj_mol": 0.0, "homo_lumo_gap_ha": [0.1493, 0.1499], "multiplicity": 4, "species": ["Hf", "C", "F", "F", "F", "S", "O", "O", "O", "C", "F", "F", "F", "S", "O", "O", "O", "B", "F", "F", "F", "F", "C", "C", "C", "C", "C", "C", "N", "O", "C", "C", "C", "H", "H", "H", "H", "H", "H", "H", "H", "H", "H", "H", "H", "H", "H", "H", "H", "H", "H", "C", "C", "C", "C", "C", "C", "N", "O", "C", "C", "C", "H", "H", "H", "H", "H", "H", "H", "H", "H", "H", "H", "H", "H", "H", "H", "H", "H", "H", "C", "C", "C", "C", "C", "C", "N", "O", "C", "C", "C", "H", "H", "H", "H", "H", "H", "H", "H", "H", "H", "H", "H", "H", "H", "H", "H", "H", "H", "N", "C", "C", "C", "C", "H", "H", "H", "H", "H", "N", "C", "C", "C", "C", "H", "H", "H", "H", "H"], "xyz": [[-4.08, 0.15, 13.51], [-8.28, -1.04, 14.26], [-9.04, -0.58, 15.26], [-7.56, -2.07, 14.73], [-9.06, -1.55, 13.32], [-7.18, 0.31, 13.44], [-6.20, -0.30, 12.52], [-7.95, 1.36, 12.87], [-6.15, 0.70, 14.43], [-0.83, -2.38, 15.02], [-0.68, -2.28, 16.36], [0.26, -2.82, 14.37], [-1.76, -3.23, 14.73], [-1.24, -0.69, 14.31], [-0.02, 0.06, 14.14], [-2.00, -0.90, 13.04], [-2.32, -0.02, 15.07], [-3.84, 1.75, 11.46], [-2.73, 1.61, 12.32], [-4.04, 0.41, 11.20], [-4.82, 2.12, 12.34], [-3.60, 2.54, 10.39], [-5.87, 4.48, 15.93], [-4.36, 4.77, 15.78], [-4.09, 5.87, 16.83], [-2.61, 6.08, 17.09], [-2.01, 4.76, 17.53], [-2.23, 3.56, 16.54], [-3.58, 3.51, 15.94], [-3.90, 2.51, 15.03], [-1.07, 3.60, 15.48], [-1.98, 2.34, 17.38], [-4.13, 5.38, 14.40], [-6.20, 3.99, 16.85], [-6.08, 3.80, 15.10], [-6.53, 5.33, 15.76], [-4.47, 6.85, 16.51], [-4.64, 5.64, 17.74], [-2.43, 6.91, 17.78], [-2.07, 6.55, 16.26], [-2.30, 4.57, 18.56], [-0.95, 5.04, 17.63], [-0.14, 3.47, 16.04], [-1.18, 2.82, 14.72], [-1.03, 4.57, 15.00], [-0.95, 2.26, 17.74], [-2.63, 2.31, 18.24], [-1.99, 1.43, 16.77], [-4.77, 6.23, 14.13], [-4.15, 4.65, 13.59], [-3.10, 5.72, 14.22], [-6.43, -4.10, 12.85], [-5.34, -4.52, 11.85], [-5.98, -5.60, 10.88], [-5.20, -5.95, 9.64], [-4.89, -4.60, 8.96], [-4.11, -3.58, 9.80], [-4.84, -3.36, 11.10], [-4.31, -2.30, 11.81], [-2.62, -4.00, 10.00], [-4.14, -2.33, 8.97], [-4.23, -5.22, 12.67], [-6.04, -3.41, 13.60], [-6.69, -4.98, 13.44], [-7.36, -3.70, 12.46], [-6.13, -6.47, 11.51], [-6.94, -5.23, 10.51], [-5.73, -6.62, 8.98], [-4.26, -6.47, 9.85], [-5.87, -4.18, 8.73], [-4.28, -4.76, 8.07], [-2.16, -4.16, 9.02], [-2.03, -3.21, 10.46], [-2.40, -4.91, 10.55], [-3.50, -1.53, 9.35], [-3.84, -2.48, 7.94], [-5.10, -1.83, 9.06], [-3.51, -5.80, 12.09], [-4.54, -5.96, 13.40], [-3.70, -4.57, 13.37], [2.45, -2.17, 9.59], [1.40, -1.08, 10.00], [2.26, -0.04, 10.78], [1.62, 1.30, 10.99], [1.24, 1.82, 9.59], [0.33, 0.90, 8.81], [0.85, -0.49, 8.76], [0.22, -1.35, 7.95], [-1.08, 0.95, 9.44], [0.25, 1.49, 7.39], [0.40, -1.57, 10.97], [3.20, -1.90, 8.84], [1.88, -3.03, 9.23], [2.99, -2.57, 10.45], [2.60, -0.50, 11.71], [3.16, 0.13, 10.17], [2.31, 1.99, 11.48], [0.74, 1.28, 11.64], [2.15, 2.00, 9.02], [0.64, 2.72, 9.76], [-1.00, 1.40, 10.43], [-1.77, 1.49, 8.81], [-1.47, -0.04, 9.71], [0.04, 2.56, 7.36], [1.24, 1.32, 6.96], [-0.38, 0.96, 6.68], [0.94, -1.99, 11.82], [-0.30, -2.34, 10.64], [-0.24, -0.85, 11.46], [-4.07, 1.49, 7.12], [-4.00, 1.85, 5.80], [-5.00, 1.20, 5.14], [-5.70, 0.34, 6.07], [-5.05, 0.53, 7.27], [-3.38, 1.84, 7.75], [-3.20, 2.51, 5.49], [-5.29, 1.40, 4.12], [-6.50, -0.36, 5.88], [-5.20, 0.19, 8.29], [-4.06, 4.99, 7.02], [-2.93, 4.86, 7.77], [-1.86, 5.10, 6.86], [-2.44, 5.45, 5.62], [-3.79, 5.30, 5.74], [-5.01, 4.91, 7.33], [-2.99, 4.50, 8.78], [-0.80, 4.92, 6.97], [-1.89, 5.62, 4.71], [-4.69, 5.48, 5.17]], "lowdin_charge": [2.281, -0.613, 0.179, 0.138, 0.172, 0.632, -0.393, -0.176, -0.412, -0.639, 0.160, 0.167, 0.191, 0.623, -0.204, -0.396, -0.407, -1.394, 0.110, 0.148, 0.173, 0.252, -0.028, -0.460, -0.133, -0.194, -0.127, -0.445, 0.012, -0.128, 0.008, -0.043, -0.016, 0.093, 0.070, 0.098, 0.129, 0.123, 0.120, 0.112, 0.123, 0.126, 0.093, 0.069, 0.082, 0.100, 0.097, 0.053, 0.102, 0.077, 0.082, -0.036, -0.445, -0.123, -0.176, -0.128, -0.456, -0.010, -0.111, 0.007, -0.050, -0.027, 0.056, 0.096, 0.087, 0.125, 0.123, 0.120, 0.110, 0.128, 0.127, 0.102, 0.056, 0.070, 0.069, 0.109, 0.083, 0.075, 0.093, 0.072, -0.017, -0.473, -0.145, -0.173, -0.137, -0.478, -0.086, -0.010, -0.001, -0.026, -0.042, 0.090, 0.077, 0.083, 0.123, 0.124, 0.119, 0.091, 0.129, 0.127, 0.067, 0.061, 0.079, 0.075, 0.090, 0.085, 0.091, 0.072, 0.049, 0.022, -0.146, -0.102, -0.080, -0.151, 0.095, 0.106, 0.089, 0.087, 0.083, -0.014, -0.124, -0.100, -0.118, -0.158, 0.152, 0.086, 0.079, 0.095, 0.118]}